# 1
{
  "formula": "C9H8N6O4",
  "method": "ωB97M-V/def2-TZVPD",
  "elements": ["C", "C", "N", "C", "C", "N", "H", "H", "H", "H", "H", "H", "O", "N", "C", "C", "C", "N", "O", "O", "N", "C", "N", "C", "O", "H", "H"],
  "positions_angstrom": [[-1.32, -1.74, -0.26], [0.14, -1.62, -0.22], [0.89, -0.53, -0.01], [2.23, -0.90, -0.10], [2.28, -2.22, -0.32], [0.97, -2.66, -0.39], [-1.81, -0.77, -0.22], [-1.60, -2.27, -1.19], [-1.65, -2.37, 0.59], [3.01, -0.16, 0.02], [3.12, -2.88, -0.43], [0.64, -3.61, -0.54], [1.53, 0.33, 2.49], [0.35, 0.79, 2.60], [-0.39, 1.02, 1.41], [0.40, 0.82, 0.15], [-0.49, 1.15, -0.96], [0.01, 1.40, -2.21], [1.00, 1.01, -2.81], [-0.88, 2.31, -2.86], [-1.92, 2.69, -1.99], [-1.63, 2.01, -0.82], [-2.23, 2.20, 0.35], [-1.64, 1.66, 1.43], [-0.15, 1.06, 3.72], [1.28, 1.49, 0.16], [-2.14, 1.79, 2.40]],
  "relative_energy_kj_mol": 4.9,
  "homo_ev": -7.948,
  "total_energy_ha": -976.98939
}

# 2
{
  "formula": "C5H7BO8",
  "method": "ωB97M-V/def2-TZVPD",
  "elements": ["C", "C", "O", "O", "C", "O", "C", "O", "C", "O", "O", "B", "O", "O", "H", "H", "H", "H", "H", "H", "H"],
  "positions_angstrom": [[-1.30, -0.68, 2.14], [-1.26, -0.97, 0.66], [-2.05, -0.48, -0.10], [-0.30, -1.85, 0.17], [0.97, -1.36, 0.36], [1.43, -1.13, 1.44], [1.80, -1.13, -0.87], [1.05, -0.90, -2.07], [0.61, 0.35, -2.29], [-0.11, 0.58, -3.22], [1.05, 1.30, -1.42], [0.05, 1.84, -0.62], [0.43, 2.14, 0.66], [-1.21, 2.12, -1.05], [-0.75, 0.22, 2.34], [-0.86, -1.49, 2.70], [-2.33, -0.55, 2.42], [2.32, -2.06, -1.05], [2.55, -0.38, -0.66], [-0.21, 2.76, 1.01], [-1.89, 1.67, -0.54]],
  "homo_ev": -10.963,
  "total_energy_ha": -821.65914,
  "smiles": "CC(=O)OC(=O)COC(=O)OB(O)O"
}

no.,E_LUMO (eV)
1,-0.24
2,0.28